(1)
The following is a quantum chemistry calculation of a molecular structure, C4H10N2O in a non-equilibrium geometry, from OMol25.

Summary:
Total energy = -342.93562 Eh
HOMO level (alpha / beta) = -8.42 / -8.42 eV
LUMO energy (alpha / beta) = -0.83 / -0.83 eV
Energy relative to the best compared isomer or geometry (same formula, charge and spin) = 166.8 kcal per mole
Frontier orbital gap (alpha / beta) = 7.6 / 7.6 eV

Geometry (Å):
1 C -2.32986 0.90240 -0.39036
2 O -1.43019 0.03984 -1.02083
3 H -0.26754 0.21786 -0.52259
4 H -3.00412 0.36715 0.29475
5 H -1.81330 1.68835 0.18383
6 H -2.94839 1.41151 -1.14273
7 C 2.01768 -0.44387 -0.62253
8 C 0.91187 0.11863 0.20941
9 C 1.09337 1.05511 1.15011
10 N -0.37217 -1.22147 0.80297
11 N -0.14372 -2.29890 0.38516
12 H -0.93134 -2.92585 0.15346
13 H 2.12097 0.11355 -1.55774
14 H 2.97879 -0.46399 -0.10200
15 H 1.79398 -1.47762 -0.91691
16 H 2.05190 1.54039 1.31515
17 H 0.27207 1.37692 1.78085



(2)
The following is a quantum chemistry calculation of a single C5H7F2N molecule in a non-equilibrium geometry, from OMol25.

Summary:
Total energy = -449.13746 Eh
HOMO level = -9.65 eV
LUMO energy = 0.99 eV
Energy relative to the best compared isomer or geometry (same formula, charge and spin) = 23.7 kcal per mole
Frontier orbital gap = 10.6 eV
Structure (SMILES) = C=C(F)C1(F)CNC1

Geometry (Å):
1 C 1.13900 -0.29508 -0.01481
2 C 2.35405 0.24136 -0.00475
3 C -0.12448 0.41694 0.00747
4 C -1.18001 -0.01442 -1.03119
5 C -1.16808 0.03012 1.05416
6 H 2.61841 1.29180 -0.03946
7 H 3.25277 -0.36211 -0.00980
8 H -0.92597 -0.71276 -1.84088
9 H -1.66120 0.88668 -1.43263
10 H -2.89478 -0.36705 0.11544
11 H -0.81517 -0.61384 1.86197
12 H -1.66293 0.93464 1.40896
13 N -1.94290 -0.70006 -0.02524
14 F 0.94483 -1.62337 0.02122
15 F 0.11810 1.79776 -0.01591